{
  "formula": "C5H7NS2",
  "method": "wB97M-V/def2-TZVPD",
  "symbols": ["C", "C", "C", "C", "C", "H", "H", "H", "H", "H", "H", "H", "N", "S", "S"],
  "xyz": [[0.08, -2.67, -0.56], [0.61, -1.78, 0.32], [0.01, -0.41, 0.27], [-0.30, 2.38, -0.91], [0.22, 0.74, 1.26], [0.45, -3.85, -0.76], [-0.49, -2.42, -1.33], [1.34, -1.93, 1.00], [0.12, 2.27, -1.84], [-0.57, 3.43, -0.46], [0.88, 0.21, 2.15], [-0.66, 0.86, 1.97], [-0.93, -0.27, -0.72], [-1.77, 1.38, -0.65], [1.00, 2.05, 0.26]],
  "nbo_charge": [-0.2484, -0.2833, 0.2502, -0.7155, -0.6491, 0.1938, 0.2003, 0.2084, 0.2246, 0.2638, 0.2473, 0.2635, -0.5494, 0.3458, 0.2479],
  "orbital_gap_ev": 8.32,
  "e_homo_ev": -8.39,
  "energy_ev": -28454.9748,
  "lumo_ev": -0.07
}

---

{
  "formula": "C5H7NS2",
  "method": "wB97M-V/def2-TZVPD",
  "symbols": ["C", "C", "C", "C", "C", "H", "H", "H", "H", "H", "H", "H", "N", "S", "S"],
  "xyz": [[-0.90, -0.41, 0.33], [0.29, -0.02, 1.24], [0.83, 1.29, 0.71], [0.91, 1.41, -0.61], [-0.44, -0.64, -1.11], [-1.00, -2.76, 0.71], [-1.51, 0.50, 0.31], [0.98, -0.87, 1.02], [-0.02, 0.06, 2.28], [1.14, 2.03, 1.42], [1.30, 2.27, -1.18], [0.72, 0.48, -2.37], [0.42, 0.40, -1.46], [-1.99, -1.79, 0.78], [-0.73, -1.92, -2.05]],
  "nbo_charge": [-0.4170, -0.4382, -0.2518, -0.0151, 0.0690, 0.1346, 0.2445, 0.2190, 0.2390, 0.2254, 0.2153, 0.4020, -0.5978, 0.0018, -0.0308],
  "orbital_gap_ev": 8.44,
  "e_homo_ev": -8.20,
  "energy_ev": -28458.1976,
  "lumo_ev": 0.24
}

---

{
  "formula": "C5H7NS2",
  "method": "wB97M-V/def2-TZVPD",
  "symbols": ["C", "C", "C", "C", "C", "H", "H", "H", "H", "H", "H", "H", "N", "S", "S"],
  "xyz": [[2.79, -1.18, 0.22], [1.82, -0.34, 0.58], [-0.43, 0.94, -0.22], [-1.10, 2.00, 0.28], [-2.23, -0.78, -0.51], [3.28, -1.12, -0.72], [3.11, -1.93, 0.89], [1.30, -0.39, 1.52], [-2.18, 2.00, 0.36], [-0.55, 2.85, 0.62], [-0.33, -0.84, -1.14], [-2.26, -1.79, -0.98], [-0.99, -0.26, -0.67], [1.33, 1.03, -0.44], [-3.55, -0.18, 0.21]],
  "nbo_charge": [-0.3843, -0.3580, -0.0235, -0.4068, -0.0851, 0.2027, 0.2055, 0.2189, 0.2385, 0.2150, 0.4092, 0.1942, -0.5861, 0.2596, -0.0997],
  "orbital_gap_ev": 8.82,
  "e_homo_ev": -8.56,
  "energy_ev": -28457.5508,
  "lumo_ev": 0.25
}

---

{
  "formula": "C5H7O3SSi",
  "method": "wB97M-V/def2-TZVPD",
  "symbols": ["C", "C", "C", "C", "C", "O", "O", "O", "Si", "S", "H", "H", "H", "H", "H", "H", "H"],
  "xyz": [[1.25, -1.00, 0.99], [0.44, 0.21, 1.22], [0.79, -1.60, -0.16], [-0.30, 0.45, 0.11], [-0.24, -0.76, -0.74], [-4.26, -0.89, 1.17], [-2.90, -1.50, -0.75], [-3.04, 1.22, -0.04], [-1.58, 1.76, -0.32], [-3.02, -0.67, 0.46], [1.95, -1.41, 1.72], [0.44, 0.91, 2.14], [1.02, -2.57, -0.56], [-1.32, -1.05, -0.56], [-0.23, -0.53, -1.76], [-1.31, 1.99, -1.89], [-1.31, 2.99, 0.52]],
  "nbo_charge": [-0.2822, -0.2330, -0.1442, -0.3584, -0.5892, -0.9629, -0.9673, -1.2000, 1.4404, 1.7269, 0.1973, 0.2055, 0.1849, 0.2747, 0.1999, -0.2475, -0.2447],
  "orbital_gap_ev": [5.14, 6.48],
  "multiplicity": 3,
  "total_charge": -1,
  "e_homo_ev": [-1.46, -4.91],
  "energy_ev": -30150.9254,
  "lumo_ev": [3.68, 1.58],
  "s_squared": 2.0065
}

---

{
  "formula": "C5H7O4Tl",
  "method": "wB97M-V/def2-TZVPD",
  "symbols": ["O", "Tl", "C", "C", "H", "H", "H", "H", "C", "C", "H", "H", "O", "C", "O", "O", "H"],
  "xyz": [[-1.74, 1.64, -0.21], [-0.09, 0.82, -0.21], [-2.91, 0.87, -0.13], [-2.59, -0.49, 0.41], [-3.65, 1.36, 0.53], [-3.39, 0.77, -1.12], [-1.84, -0.60, 1.20], [-2.99, -1.39, -0.06], [1.29, -2.00, -1.10], [1.26, -0.76, -0.62], [0.41, -2.38, -1.63], [2.17, -2.64, -1.06], [2.52, -0.38, 0.00], [2.54, 0.77, 0.60], [1.58, 1.53, 0.72], [3.72, 1.01, 1.12], [3.72, 1.87, 1.56]],
  "mulliken_spin": [0.0432, 0.0168, -0.0647, 0.8668, 0.0633, 0.0181, 0.0253, 0.0153, 0.0019, 0.0125, -0.0001, 0.0004, 0.0029, -0.0032, 0.0011, 0.0005, -0.0001],
  "orbital_gap_ev": [8.38, 9.96],
  "multiplicity": 2,
  "total_charge": 1,
  "e_homo_ev": [-12.59, -14.37],
  "energy_ev": -18170.0422,
  "lumo_ev": [-4.21, -4.40],
  "s_squared": 0.7541
}

---

{
  "formula": "C5H7O5P",
  "method": "wB97M-V/def2-TZVPD",
  "symbols": ["C", "C", "C", "C", "C", "O", "O", "O", "O", "O", "P", "H", "H", "H", "H", "H", "H", "H"],
  "xyz": [[-1.14, 0.06, 1.70], [-1.97, -0.73, 2.37], [-2.65, -0.38, 3.70], [1.36, 1.59, -2.46], [2.35, 0.53, -1.95], [-2.75, -1.34, 4.49], [1.31, -0.90, -2.26], [-3.03, 0.79, 3.87], [0.14, -3.03, -1.96], [3.44, 0.37, -2.52], [0.95, -2.02, -1.25], [-0.63, -0.26, 0.79], [-0.95, 1.06, 2.04], [0.37, 1.44, -2.03], [1.74, 2.57, -2.17], [1.30, 1.54, -3.55], [-2.14, -1.75, 2.03], [2.30, 0.46, -0.84]],
  "nbo_charge": [-0.4264, -0.2706, 0.7202, -0.6741, 0.4663, -0.7887, -1.0321, -0.7866, -1.1200, -0.7569, 1.4539, 0.1778, 0.1860, 0.2083, 0.1859, 0.2012, 0.1828, 0.0730],
  "orbital_gap_ev": 8.03,
  "total_charge": -2,
  "e_homo_ev": -2.04,
  "energy_ev": -24825.9653,
  "lumo_ev": 5.99
}

---

{
  "formula": "C5H7P",
  "method": "wB97M-V/def2-TZVPD",
  "symbols": ["C", "C", "C", "C", "C", "P", "H", "H", "H", "H", "H", "H", "H"],
  "xyz": [[-1.29, -0.79, 0.19], [-0.10, -1.40, -0.12], [-0.73, 0.45, -0.31], [-1.06, 1.67, 0.02], [0.51, -0.30, -0.87], [2.06, 0.32, 0.03], [-2.13, -1.05, 0.89], [0.43, -2.32, 0.26], [-0.59, 2.64, -0.39], [-1.76, 1.85, 0.86], [0.62, -0.28, -1.94], [2.72, -0.99, 0.07], [1.32, 0.20, 1.31]],
  "nbo_charge": [-0.2349, -0.1336, -0.0043, -0.4356, -0.5296, 0.2810, 0.2247, 0.2142, 0.2093, 0.2048, 0.2455, -0.0303, -0.0112],
  "orbital_gap_ev": 9.62,
  "e_homo_ev": -8.54,
  "energy_ev": -14583.6526,
  "lumo_ev": 1.08
}

---

{
  "formula": "C5H7P",
  "method": "wB97M-V/def2-TZVPD",
  "symbols": ["C", "C", "C", "C", "C", "P", "H", "H", "H", "H", "H", "H", "H"],
  "xyz": [[-0.34, 1.26, -1.08], [-0.20, 0.92, 0.28], [-0.11, 0.22, -1.89], [0.30, -0.38, 0.48], [0.53, -0.97, 1.87], [0.43, -1.28, -0.99], [-0.93, 2.17, -1.46], [-0.12, 1.77, 1.07], [-0.02, 0.43, -2.98], [0.22, -0.23, 2.68], [1.67, -1.12, 1.84], [0.13, -1.88, 2.09], [-1.56, -0.92, -1.91]],
  "nbo_charge": [-0.3391, -0.1525, -0.5316, -0.4523, -0.6234, 0.6432, 0.2229, 0.2191, 0.2466, 0.2151, 0.2182, 0.2180, 0.1159],
  "orbital_gap_ev": 7.63,
  "e_homo_ev": -8.34,
  "energy_ev": -14583.1034,
  "lumo_ev": -0.71
}